1.
The following is a quantum chemistry calculation of 2 unconnected molecules or ions with the total composition C2H3F3, from OMol25.

Geometry (Å):
H: 1.189 0.617 -1.001
H: 1.498 -1.101 -0.117
H: 1.607 0.424 0.896
F: -1.651 -1.112 0.718
C: -1.188 -0.015 0.069
C: 1.348 0.032 -0.040
F: -1.280 -0.007 -1.214
F: -1.523 1.162 0.688

Computed properties:
E_HOMO (alpha / beta)	-9.07 / -8.98	eV
multiplicity	1
net charge	0

***

2.
The following is a quantum chemistry calculation of a single C2H3F3O molecule, from OMol25.

Geometry (Å):
H: 0.187 1.115 1.507
H: -0.302 -1.075 0.368
F: 2.729 0.247 -0.598
F: 2.300 -0.694 1.267
C: 1.904 -0.616 0.037
F: 2.146 -1.796 -0.511
H: 0.325 0.010 -1.152
O: 0.256 1.057 0.573
C: 0.428 -0.223 -0.056

Computed properties:
E_HOMO	-11.36	eV
multiplicity	1
net charge	0

***

3.
The following is a quantum chemistry calculation of 2 unconnected molecules or ions with the total composition C2H3F3O3S, from OMol25.

Geometry (Å):
O: -0.668 0.567 -2.733
S: 0.747 1.044 -2.646
H: -0.489 -0.738 -0.472
O: 1.760 0.807 -3.623
C: 0.587 -1.021 -0.209
F: 2.802 -0.240 -0.487
H: 0.567 -1.501 0.755
F: 1.747 3.387 -2.341
H: 1.050 -1.799 -0.813
O: 0.529 2.718 -2.479
F: 1.424 1.152 0.402
C: 1.557 0.049 -0.268

Computed properties:
E_HOMO (alpha / beta)	-9.35 / -9.35	eV
multiplicity	1
net charge	0

***

Calculated values (eV) of relative energy (zero: lowest compared OMol25 entry of this formula, charge and spin) for the records, taken in order: 4.391, 0.406, 6.188.